Molecular formula: C12H14N2O
Method: DFT, ωB97M-V with the def2-TZVPD basis set

Each line ends with the Löwdin charge.
Cartesian coordinates (Å):
C  1.83486  -1.64860  0.51204  -0.04
C  1.39668  -0.45067  -0.24043  -0.44
C  2.54974  0.34952  -0.81360  -0.04
C  2.21367  1.47349  -1.40230  -0.05
C  0.77018  1.83431  -1.28622  -0.29
C  -0.07290  0.64859  -1.90956  -0.10
C  0.52775  -0.66240  -1.48675  -0.13
O  0.48770  1.79095  0.06856  -0.08
N  0.52544  0.45619  0.61364  0.04
C  -0.73750  0.08236  1.02599  -0.29
C  -1.66654  1.06972  1.36901  -0.01
C  -2.86612  0.64724  1.82291  -0.12
C  -3.12836  -0.66915  1.95266  -0.10
C  -2.14704  -1.63736  1.65263  -0.09
N  -0.97114  -1.22874  1.14640  0.13
H  2.92370  -1.89091  0.44312  0.09
H  1.21408  -2.52089  0.33033  0.08
H  1.76365  -1.49651  1.57474  0.08
H  3.62260  -0.06432  -0.75660  0.14
H  3.05245  2.05969  -2.00769  0.15
H  0.56021  2.89136  -1.67314  0.18
H  -0.10867  0.84733  -2.91235  0.08
H  -1.10068  0.79820  -1.62656  0.12
H  -0.32899  -1.44193  -1.35252  0.15
H  1.19373  -1.07815  -2.25265  0.12
H  -1.44610  2.07673  1.14223  0.10
H  -3.76679  1.35000  1.96935  0.14
H  -4.16830  -0.94443  2.32197  0.12
H  -2.12732  -2.64165  1.77481  0.07

Results
- 2S+1 = 1
- total energy (eV) = -17695.081
- HOMO (eV) = -7.937
- structure (SMILES) = C[C@@]12C=C[C@@H](CC1)ON2c1ccccn1
- charge = 0
- relative energy (zero: lowest compared OMol25 entry of this formula, charge and spin) (kcal/mol) = 110.5
- HOMO-LUMO gap (hartree) = 0.3261

***

Molecular formula: C12H14N2S
Method: DFT, ωB97M-V with the def2-TZVPD basis set

Each line ends with the Löwdin charge.
Cartesian coordinates (Å):
C  1.49690  -3.08533  0.58967  -0.10
C  -2.90482  -0.43421  -2.28145  -0.07
C  1.07783  -2.02469  -0.18679  -0.06
C  -1.69027  -0.90100  -1.59895  0.00
C  1.15229  -2.83208  1.91298  -0.10
C  -3.06007  0.88209  -1.95383  -0.11
C  0.22130  -1.23787  0.64979  -0.29
C  -1.33448  0.14303  -0.75055  -0.35
C  1.34446  2.51529  0.27044  -0.35
C  1.50015  1.48270  -0.72274  0.03
C  1.24027  1.87990  1.70787  -0.43
C  -0.33196  0.09537  0.29093  -0.42
N  0.31389  -1.77161  1.90055  0.05
N  -2.10040  1.24019  -1.00555  0.08
S  -0.44883  1.18293  1.68545  0.92
H  2.29562  -3.71163  0.20771  0.10
H  -3.41177  -0.63806  -3.19823  0.08
H  1.05129  -2.03915  -1.26014  0.10
H  -1.18938  -1.82491  -1.43732  0.08
H  1.39637  -3.31038  2.75259  0.07
H  -3.69000  1.51952  -2.42568  0.07
H  2.23242  3.16215  0.28979  0.12
H  0.47641  3.09508  0.19932  0.07
H  1.12957  1.45723  -1.69751  0.06
H  2.01469  0.66669  -0.40777  0.02
H  2.09473  1.15735  1.85074  0.10
H  1.24425  2.65605  2.51562  0.08
H  -0.19182  -1.46759  2.72450  0.14
H  -1.92865  2.14297  -0.62144  0.12

Results
- 2S+1 = 1
- total energy (eV) = -26482.456
- HOMO (spin up / spin down) (eV) = -7.327 / -6.751
- charge = 0
- relative energy (zero: lowest compared OMol25 entry of this formula, charge and spin) (kcal/mol) = 92.8
- HOMO-LUMO gap (spin up / spin down) (hartree) = 0.2596 / 0.2662

***

Molecular formula: C12H14N3
Method: DFT, ωB97M-V with the def2-TZVPD basis set

Each line ends with the Löwdin charge.
Cartesian coordinates (Å):
C  0.28270  -1.74481  -1.14987  -0.19
C  -2.30357  1.54728  0.70186  0.01
C  -0.95950  1.36951  0.82430  0.01
C  -1.55327  0.75542  -1.18437  0.00
C  3.67586  -0.82746  1.12941  -0.07
C  3.76383  -1.12629  -0.28533  -0.06
C  2.50709  -0.91391  1.76348  -0.07
C  2.67098  -1.22014  -1.04561  -0.04
C  1.27436  -1.36964  1.04242  -0.12
C  1.31705  -1.02387  -0.44786  -0.36
C  -3.98217  1.19577  -1.10148  0.02
C  0.85071  0.60045  -0.67735  0.00
N  -0.60139  -2.22430  -1.69430  0.21
N  -2.65223  1.16041  -0.55692  -0.08
N  -0.50711  0.87824  -0.36500  -0.05
H  -3.01441  1.92848  1.40682  0.14
H  -0.30423  1.57912  1.64493  0.14
H  -1.50626  0.38523  -2.19076  0.17
H  4.58055  -0.55798  1.65007  0.11
H  4.74227  -1.27240  -0.71477  0.11
H  2.41140  -0.73870  2.82454  0.11
H  2.72161  -1.42741  -2.10295  0.13
H  1.21843  -2.46181  1.14085  0.15
H  0.36999  -0.96918  1.50688  0.11
H  -4.45791  2.14590  -0.85582  0.11
H  -3.94176  1.08081  -2.18261  0.11
H  -4.58388  0.38703  -0.68082  0.11
H  1.05637  0.82342  -1.72416  0.14
H  1.51177  1.17833  -0.03209  0.14

Results
- 2S+1 = 3
- total energy (eV) = -17130.922
- HOMO (spin up / spin down) (eV) = -8.822 / -13.812
- charge = +1
- relative energy (zero: lowest compared OMol25 entry of this formula, charge and spin) (kcal/mol) = 0.0
- HOMO-LUMO gap (spin up / spin down) (hartree) = 0.2158 / 0.3041
- expectation value of S² = 2.007

***

Molecular formula: C12H14NO
Method: DFT, ωB97M-V with the def2-TZVPD basis set

Each line ends with the Löwdin charge.
Cartesian coordinates (Å):
C  0.96369  2.06215  -0.30040  -0.02
C  2.20012  1.57155  -0.45986  0.02
C  1.35170  -0.68337  -0.02462  0.06
C  -0.12601  1.21404  -0.05534  -0.14
C  0.07946  -0.14802  -0.06633  -0.16
C  2.44335  0.20398  -0.19865  -0.24
C  -1.67617  -2.24253  0.38905  0.12
C  -1.81935  -1.93962  -0.86273  0.08
C  -1.52473  1.67232  0.45089  -0.09
C  -1.09711  -0.99732  -0.06089  -0.11
C  -3.49313  0.40200  -0.33065  -0.03
C  4.26725  -1.28729  0.42413  -0.04
N  -2.26823  0.42046  0.53859  -0.08
O  3.77654  -0.02434  -0.06828  -0.11
H  0.62946  3.06472  -0.41318  0.12
H  3.06126  2.21175  -0.69691  0.14
H  1.67045  -1.71698  -0.25359  0.13
H  -2.04224  -2.88607  1.11764  0.11
H  -2.34526  -2.26023  -1.79173  0.16
H  -1.35609  2.10261  1.45068  0.14
H  -1.98767  2.51251  -0.07316  0.14
H  -3.09208  0.35831  -1.35249  0.11
H  -4.19362  -0.45405  -0.15150  0.11
H  -4.12889  1.23313  -0.07743  0.09
H  4.34921  -1.24580  1.55814  0.12
H  5.36111  -1.23653  0.01558  0.13
H  3.67598  -2.03211  -0.13258  0.08
H  -2.67901  0.12473  1.42562  0.16

Results
- 2S+1 = 1
- total energy (eV) = -16197.701
- HOMO (eV) = -11.547
- charge = +1
- relative energy (zero: lowest compared OMol25 entry of this formula, charge and spin) (kcal/mol) = 51.8
- HOMO-LUMO gap (hartree) = 0.3186

***

Molecular formula: C12H14NO2
Method: DFT, ωB97M-V with the def2-TZVPD basis set

Each line ends with the Löwdin charge.
Cartesian coordinates (Å):
C  1.04706  0.02883  -3.80548  -0.05
C  0.31365  1.40680  -0.40234  -0.23
C  1.15611  0.71211  -1.28763  -0.15
C  0.55174  0.76945  -2.60385  -0.23
C  -0.57667  1.50334  -2.46587  -0.08
C  0.46482  1.29543  0.98281  -0.02
C  1.50317  0.50996  1.43276  -0.08
C  2.23241  -0.04592  -0.80317  -0.03
C  2.38632  -0.14678  0.56586  -0.09
N  -0.69398  1.96045  -1.15678  0.06
H  -1.60862  2.20629  -0.82144  0.14
H  -0.09944  1.90680  1.67085  0.11
H  -1.30653  1.89713  -3.16164  0.11
H  1.66412  0.36915  2.49098  0.11
H  2.95086  -0.43096  -1.51771  0.10
H  1.92492  -0.57374  -3.56833  0.06
H  1.37019  0.71134  -4.59455  0.07
H  3.09329  -0.85796  0.96695  0.10
H  0.33683  -0.70566  -4.18642  0.08
C  -2.11574  -0.83005  1.56004  -0.20
C  -1.88304  -1.07698  0.06601  -0.11
C  -1.21352  -1.63598  2.53349  -0.77
O  -0.75675  -2.72467  2.12092  -0.09
O  -1.03032  -1.08762  3.64220  -0.11
H  -1.87177  0.20595  1.78128  0.06
H  -3.14437  -0.99232  1.89157  0.09
H  -0.83964  -1.37030  -0.03799  0.07
H  -2.04374  -0.13495  -0.45855  0.04
H  -2.49510  -1.86488  -0.36547  0.06

Results
- 2S+1 = 1
- total energy (eV) = -18257.765
- HOMO (eV) = -3.889
- charge = -1
- relative energy (zero: lowest compared OMol25 entry of this formula, charge and spin) (kcal/mol) = 20.4
- HOMO-LUMO gap (hartree) = 0.2556

***

Molecular formula: C12H14NO2
Method: DFT, ωB97M-V with the def2-TZVPD basis set

Each line ends with the Löwdin charge.
Cartesian coordinates (Å):
C  -0.56421  0.47128  -1.91527  -0.19
C  0.25674  -0.68838  -2.48167  -0.11
C  0.14786  1.22026  -0.84324  -0.18
C  0.22416  2.56703  -0.68345  -0.06
C  0.77828  0.64754  0.32431  -0.12
C  1.25797  1.71281  1.11443  -0.22
C  1.06417  -0.65627  0.73547  -0.03
C  1.98510  1.52301  2.28997  -0.04
C  1.72242  -0.86892  1.93448  -0.10
C  2.21448  0.21518  2.67899  -0.12
N  0.90339  2.88080  0.47493  0.06
H  -0.78846  1.13240  -2.77372  0.11
H  -1.58107  0.12938  -1.67711  0.11
H  1.32013  -0.43027  -2.51977  0.07
H  -0.23598  3.31290  -1.31023  0.12
H  1.09304  3.80059  0.82962  0.14
H  0.72086  -1.49887  0.15702  0.10
H  2.29398  2.35850  2.90022  0.10
H  2.00214  -1.87709  2.22593  0.09
H  2.79016  0.06508  3.58685  0.09
H  0.01797  -0.90960  -3.52620  0.07
H  0.14128  -1.64396  -1.96650  0.06
C  -2.28656  -1.83989  0.64480  -0.06
C  -2.88402  -2.03444  -0.76763  -0.82
O  -3.85395  -1.29103  -1.05215  -0.12
O  -2.34334  -2.90904  -1.47423  -0.10
H  -3.08539  -1.86261  1.39167  0.05
H  -1.74269  -0.90106  0.82606  0.05
H  -1.56848  -2.62536  0.87643  0.05

Results
- 2S+1 = 1
- total energy (eV) = -18257.997
- HOMO (eV) = -3.958
- charge = -1
- relative energy (zero: lowest compared OMol25 entry of this formula, charge and spin) (kcal/mol) = 15.1
- HOMO-LUMO gap (hartree) = 0.2514

***

Molecular formula: C12H14NO2
Method: DFT, ωB97M-V with the def2-TZVPD basis set

Each line ends with the Löwdin charge.
Cartesian coordinates (Å):
C  -1.62215  -1.64734  3.62147  -0.02
C  -0.55425  -0.76876  3.45727  0.02
C  -2.37138  -2.03628  2.53872  0.04
C  -0.24379  -0.26025  2.20129  0.03
C  -2.06180  -1.52505  1.24129  -0.10
C  -0.97618  -0.60876  1.08248  -0.04
C  -2.86008  -1.98963  0.24344  0.05
C  -0.66330  0.03723  -0.23328  -0.29
C  1.86202  0.15613  -2.84160  -0.02
C  0.38771  2.03530  -2.07329  -0.03
C  2.39729  1.38008  -0.70666  -0.02
C  1.28190  0.87556  -1.62520  -0.60
N  0.60104  -0.14562  -0.83311  0.04
O  -3.55492  -2.40526  -0.54219  0.39
O  -0.58905  -0.73211  -1.37221  0.04
H  -1.86082  -2.03131  4.60070  0.13
H  0.03381  -0.47795  4.31402  0.13
H  -3.19585  -2.72240  2.65069  0.14
H  0.59027  0.41570  2.08918  0.13
H  -1.17203  1.00162  -0.34363  0.17
H  2.46376  -0.69137  -2.52600  0.09
H  1.06235  -0.20635  -3.48321  0.09
H  2.48596  0.83741  -3.41058  0.09
H  0.96052  2.68044  -2.73360  0.10
H  0.05575  2.63781  -1.22837  0.08
H  -0.47679  1.67025  -2.62828  0.09
H  1.98476  1.87469  0.17023  0.08
H  3.02272  0.55337  -0.38441  0.09
H  3.01252  2.09283  -1.24516  0.09

Results
- 2S+1 = 1
- total energy (eV) = -18246.206
- HOMO (eV) = -12.841
- charge = +1
- relative energy (zero: lowest compared OMol25 entry of this formula, charge and spin) (kcal/mol) = 28.9
- HOMO-LUMO gap (hartree) = 0.2641